(1)
C5H11NO | ωB97M-V/def2-TZVPD

Structure (XYZ):
```
18
C5H11NO (ωB97M-V/def2-TZVPD)
C 1.692 1.237 -0.270
C 1.257 -0.193 -0.246
C 1.535 -1.062 0.716
O 0.654 -0.666 -1.476
H 0.715 0.027 -2.147
H 0.851 1.878 -0.543
H 2.028 1.553 0.714
H 2.506 1.374 -0.983
H 1.967 -0.729 1.644
H 1.151 -2.066 0.698
C -2.086 -0.925 0.540
C -1.664 0.224 -0.313
N -1.605 1.445 -0.028
H -1.184 1.693 0.868
H -1.276 -0.079 -1.373
H -1.790 -0.796 1.580
H -1.592 -1.821 0.161
H -3.159 -1.094 0.456
```

E_HOMO: -8.66 eV
SMILES: [H]/N=C\C.C=C(C)O
Total charge: 0
LUMO energy: 0.88 eV
Kohn-Sham gap: 9.54 eV
Energy relative to the best compared isomer or geometry (same formula, charge and spin): 294.6 kJ/mol
Electronic energy: -8898.6443 eV

=====

(2)
C35H50IN3Si2Ti | ωB97M-V/def2-TZVPD

Structure (XYZ):
```
92
C35H50IN3Si2Ti (ωB97M-V/def2-TZVPD)
Ti 11.661 13.310 8.555
C 13.870 15.811 5.035
Si 14.215 14.277 6.179
C 13.779 12.897 4.915
C 16.056 14.177 6.392
C 13.412 14.307 7.962
C 12.675 15.582 8.311
C 12.880 16.872 7.870
C 12.154 17.895 8.409
C 11.184 17.680 9.360
C 10.986 16.379 9.699
N 11.657 15.358 9.156
Si 14.440 14.043 9.531
C 15.838 12.878 9.525
C 15.081 15.616 10.282
C 13.159 13.287 10.783
H 14.295 15.482 4.045
H 14.451 16.695 5.318
H 12.831 16.185 4.881
H 14.048 13.326 3.905
H 12.850 12.354 4.795
H 14.527 12.122 5.044
H 16.578 14.418 5.418
H 16.456 13.183 6.686
H 16.528 14.957 6.967
H 13.583 17.128 7.086
H 12.306 18.928 8.075
H 10.629 18.500 9.818
H 10.259 16.065 10.448
H 16.550 13.302 8.826
H 15.611 11.841 9.298
H 16.314 12.839 10.533
H 15.928 16.068 9.742
H 15.292 15.505 11.356
H 14.312 16.422 10.332
H 12.183 12.812 10.538
H 12.850 14.049 11.464
H 13.702 12.522 11.331
I 10.776 14.280 5.698
C 9.169 13.877 7.006
C 7.842 14.049 6.621
C 6.860 14.104 7.617
C 7.261 13.860 8.886
C 8.564 13.614 9.181
N 9.548 13.698 8.251
H 7.529 14.132 5.576
H 5.845 14.369 7.368
H 6.480 13.861 9.656
H 8.877 13.366 10.177
C 15.064 9.107 10.217
C 14.325 9.711 9.078
C 14.722 9.364 7.761
C 14.101 9.867 6.633
C 14.392 9.328 5.297
C 13.032 10.701 6.837
C 12.545 11.057 8.108
C 13.198 10.482 9.218
N 11.239 11.563 8.181
C 10.296 10.411 7.779
C 9.034 10.424 8.719
C 7.979 9.336 8.249
C 8.683 7.958 8.313
C 9.903 7.921 7.404
C 9.508 8.180 5.966
C 8.831 9.565 5.935
C 7.598 9.564 6.788
C 9.793 10.628 6.366
C 10.844 9.020 7.936
H 16.058 9.533 10.295
H 15.199 8.025 10.091
H 14.529 9.230 11.144
H 15.516 8.617 7.697
H 15.502 9.370 5.053
H 13.815 9.787 4.518
H 14.134 8.277 5.305
H 12.484 11.031 5.966
H 12.809 10.524 10.231
H 8.626 11.435 8.633
H 9.288 10.269 9.775
H 7.075 9.385 8.903
H 7.948 7.143 8.119
H 9.013 7.742 9.301
H 10.491 7.012 7.415
H 8.799 7.477 5.669
H 10.359 8.168 5.285
H 8.595 9.795 4.895
H 6.890 8.841 6.369
H 7.078 10.553 6.707
H 9.368 11.630 6.267
H 10.575 10.692 5.615
H 11.777 8.866 7.404
H 11.002 8.832 8.984
```

E_HOMO (spin up / spin down): -14.17 / -14.17 eV
Total charge: +2
LUMO energy (spin up / spin down): -6.58 / -6.58 eV
Kohn-Sham gap (spin up / spin down): 7.59 / 7.59 eV
Electronic energy: -88536.0973 eV

=====

(3)
C37H22Cl4N7O4SV | ωB97M-V/def2-TZVPD

Structure (XYZ):
```
76
C37H22Cl4N7O4SV (ωB97M-V/def2-TZVPD)
V 0.041 0.173 0.029
Cl -2.862 0.753 6.186
C -2.496 0.215 4.571
C -1.734 1.037 3.758
C -1.407 0.649 2.462
N -0.542 1.360 1.601
C -0.279 2.665 1.869
O -0.967 3.453 2.508
C 1.058 3.197 1.403
C 1.137 4.222 0.467
C 2.382 4.714 0.130
C 3.502 4.199 0.770
C 3.315 3.208 1.720
N 2.124 2.698 2.027
C -1.875 -0.591 1.978
C -2.628 -1.411 2.814
C -2.944 -1.005 4.099
Cl -3.899 -2.068 5.096
N -1.546 -0.850 0.634
C -2.059 -1.938 -0.015
O -2.380 -3.005 0.491
C -2.291 -1.814 -1.507
C -1.928 -2.873 -2.334
C -2.224 -2.798 -3.679
C -2.920 -1.690 -4.147
C -3.283 -0.712 -3.236
N -2.965 -0.754 -1.942
H -1.401 1.986 4.142
H 0.235 4.601 0.008
H 2.482 5.493 -0.616
H 4.498 4.562 0.550
H 4.163 2.792 2.255
H -2.964 -2.373 2.467
H -1.421 -3.728 -1.907
H -1.925 -3.591 -4.354
H -3.186 -1.587 -5.191
H -3.853 0.154 -3.559
Cl 7.157 -1.632 0.867
C 5.435 -1.348 0.918
C 4.625 -2.187 1.693
C 3.273 -1.980 1.747
Cl 2.273 -3.029 2.689
C 2.635 -0.925 1.029
O 1.368 -0.766 1.102
C 3.493 -0.102 0.257
C 2.962 1.019 -0.481
O 1.785 1.346 -0.571
C 4.878 -0.320 0.212
H 5.063 -3.004 2.250
H 3.708 1.637 -1.009
H 5.500 0.336 -0.385
N -0.481 1.504 -3.943
C -1.790 1.988 -4.111
C -2.450 1.947 -5.333
C -3.742 2.444 -5.438
C -4.393 2.950 -4.320
C -3.745 2.967 -3.093
C -2.439 2.513 -2.991
S -1.527 2.611 -1.490
N -0.651 1.156 -1.588
C -0.220 0.752 -2.780
C 0.461 -0.474 -2.801
C 0.942 -1.141 -3.959
C 1.525 -2.364 -3.841
C 1.639 -2.956 -2.553
C 1.180 -2.269 -1.468
N 0.604 -1.044 -1.546
H -0.099 1.089 -4.777
H -1.952 1.521 -6.197
H -4.246 2.417 -6.395
H -5.408 3.318 -4.401
H -4.246 3.334 -2.205
H 0.837 -0.683 -4.934
H 1.889 -2.885 -4.717
H 2.088 -3.930 -2.420
H 1.240 -2.681 -0.468
```

E_HOMO (spin up / spin down): -3.66 / -3.66 eV
Total charge: -1
LUMO energy (spin up / spin down): 1.95 / 1.83 eV
Kohn-Sham gap (spin up / spin down): 5.61 / 5.49 eV
Energy relative to the best compared isomer or geometry (same formula, charge and spin): 0.0 kJ/mol
Electronic energy: -143965.3364 eV
Multiplicity: 2

=====

(4)
C3H6N4S | ωB97M-V/def2-TZVPD

Structure (XYZ):
```
14
C3H6N4S (ωB97M-V/def2-TZVPD)
C 1.942 -0.232 0.483
C -2.234 0.556 0.130
C -0.905 0.991 -0.136
H 1.732 0.583 1.136
H 1.727 -1.153 1.052
H 3.032 -0.328 0.201
H 1.368 0.342 -1.351
H -0.833 -2.092 -0.628
H -3.063 1.211 0.415
N 1.083 -0.337 -0.689
N -0.233 -0.136 -0.374
N -1.075 -1.208 -0.178
N -2.278 -0.745 0.081
S -0.263 2.549 -0.141
```

E_HOMO: -7.98 eV
SMILES: CNn1[nH]ncc1=S
Total charge: 0
LUMO energy: 0.54 eV
Kohn-Sham gap: 8.52 eV
Energy relative to the best compared isomer or geometry (same formula, charge and spin): 292.6 kJ/mol
Electronic energy: -20001.3041 eV

=====

(5)
C5H10N2O | ωB97M-V/def2-TZVPD

Structure (XYZ):
```
18
C5H10N2O (ωB97M-V/def2-TZVPD)
C -0.649 0.208 0.041
C -0.690 1.588 -0.596
C -0.126 1.508 0.784
C -1.989 -0.364 0.450
C 0.437 -0.735 -0.349
N 2.819 -0.803 -0.174
O 1.628 -0.088 -0.629
N 0.283 -2.008 -0.368
H 3.155 -1.246 -1.026
H 2.467 -1.528 0.453
H 1.152 -2.452 -0.676
H -0.012 1.813 -1.414
H -1.660 2.065 -0.702
H -0.722 1.857 1.619
H 0.931 1.714 0.925
H -2.640 -0.465 -0.425
H -2.501 0.283 1.172
H -1.884 -1.349 0.914
```

E_HOMO: -9.68 eV
SMILES: [H]/N=C(\ON)C1(C)CC1
Total charge: 0
LUMO energy: 0.91 eV
Kohn-Sham gap: 10.60 eV
Energy relative to the best compared isomer or geometry (same formula, charge and spin): 305.0 kJ/mol
Electronic energy: -10372.1446 eV

=====

(6)
C31H24BrIrP2S2 | ωB97M-V/def2-TZVPD

Structure (XYZ):
```
61
C31H24BrIrP2S2 (ωB97M-V/def2-TZVPD)
Ir 0.897 -0.324 0.576
S -1.469 -0.782 1.183
P -1.064 0.907 2.224
C 0.372 1.545 1.546
P 0.849 2.459 0.189
S 0.843 1.199 -1.396
C 2.511 3.092 0.478
C 3.234 2.744 1.611
C 4.524 3.234 1.779
C 5.087 4.064 0.822
C 4.363 4.410 -0.314
C 3.079 3.923 -0.485
C -0.120 3.951 -0.163
C -0.804 4.115 -1.360
C -1.602 5.236 -1.556
C -1.719 6.188 -0.555
C -1.029 6.031 0.643
C -0.229 4.918 0.837
C -2.552 1.934 2.304
C -2.960 2.632 1.170
C -4.131 3.373 1.187
C -4.913 3.410 2.334
C -4.525 2.698 3.460
C -3.349 1.961 3.449
C -0.657 0.527 3.948
C -0.363 1.577 4.820
C 0.048 1.308 6.113
C 0.177 -0.010 6.542
C -0.109 -1.053 5.678
C -0.527 -0.786 4.378
H 2.790 2.084 2.345
H 5.092 2.956 2.658
H 6.093 4.442 0.956
H 4.801 5.054 -1.065
H 2.517 4.185 -1.375
H -0.722 3.356 -2.129
H -2.134 5.361 -2.490
H -2.346 7.058 -0.706
H -1.118 6.776 1.423
H 0.309 4.792 1.771
H -2.373 2.584 0.264
H -4.433 3.916 0.301
H -5.829 3.987 2.347
H -5.139 2.716 4.352
H -3.054 1.410 4.332
H -0.450 2.603 4.481
H 0.272 2.123 6.789
H 0.505 -0.219 7.553
H -0.004 -2.078 6.007
H -0.743 -1.595 3.692
Br 6.310 -3.520 2.967
C 4.781 -2.635 2.286
C 4.419 -2.826 0.963
C 3.295 -2.175 0.470
C 2.529 -1.331 1.280
C 2.934 -1.155 2.609
C 4.049 -1.806 3.120
H 5.004 -3.475 0.326
H 3.019 -2.333 -0.566
H 2.368 -0.499 3.262
H 4.349 -1.666 4.150
```

E_HOMO (spin up / spin down): -6.74 / -8.17 eV
Total charge: 0
LUMO energy (spin up / spin down): 0.53 / -1.44 eV
Kohn-Sham gap (spin up / spin down): 7.28 / 6.72 eV
Energy relative to the best compared isomer or geometry (same formula, charge and spin): 11.6 kJ/mol
Electronic energy: -145664.3208 eV
Multiplicity: 5

=====

(7)
C42H118N10O12 | ωB97M-V/def2-TZVPD

Structure (XYZ):
```
182
C42H118N10O12 (ωB97M-V/def2-TZVPD)
C -3.810 23.440 -16.636
C -4.001 22.234 -15.701
C -5.255 22.241 -14.808
O -5.277 23.322 -13.829
C -6.055 23.002 -12.744
N -4.024 21.059 -16.558
H -3.933 24.323 -16.009
H -4.557 23.541 -17.422
H -2.827 23.525 -17.099
H -3.152 22.209 -15.018
H -5.342 21.258 -14.346
H -6.181 22.433 -15.350
H -6.219 23.797 -12.017
H -5.640 22.146 -12.212
H -6.997 22.580 -13.094
H -4.300 20.216 -16.077
H -4.769 21.145 -17.235
C -2.877 10.526 -28.456
C -3.909 10.087 -27.454
C -4.817 11.200 -26.938
O -5.689 10.732 -25.867
C -6.399 11.777 -25.281
N -4.791 9.144 -28.130
H -3.280 10.759 -29.442
H -2.079 9.787 -28.532
H -2.356 11.396 -28.057
H -3.540 9.481 -26.627
H -5.362 11.693 -27.743
H -4.094 11.923 -26.562
H -7.058 12.288 -25.983
H -5.744 12.529 -24.841
H -6.932 11.275 -24.474
H -5.203 9.688 -28.875
H -5.570 8.953 -27.516
C -4.056 16.236 -8.688
C -2.664 15.849 -9.237
C -1.642 15.480 -8.124
O -1.356 16.615 -7.296
C -0.233 16.454 -6.414
N -2.948 14.786 -10.221
H -4.784 16.410 -9.480
H -3.827 17.169 -8.172
H -4.470 15.462 -8.042
H -2.389 16.737 -9.807
H -0.716 15.126 -8.577
H -2.002 14.671 -7.487
H 0.734 16.413 -6.916
H -0.355 15.584 -5.768
H -0.120 17.332 -5.778
H -3.220 13.890 -9.841
H -2.048 14.535 -10.603
C -1.839 7.343 -10.558
C -2.132 7.613 -9.069
C -0.891 7.751 -8.217
O -0.239 6.501 -8.009
C 1.009 6.576 -7.349
N -3.141 8.624 -8.976
H -1.082 8.030 -10.936
H -2.681 7.510 -11.230
H -1.423 6.347 -10.711
H -2.494 6.647 -8.717
H -1.140 8.191 -7.251
H -0.301 8.480 -8.772
H 1.677 7.075 -8.051
H 1.374 5.574 -7.126
H 1.034 7.192 -6.449
H -3.317 8.556 -7.983
H -4.040 8.420 -9.389
C -1.626 1.312 -19.903
C -2.200 2.701 -19.846
C -1.382 3.699 -20.699
O 0.015 3.752 -20.414
C 0.189 4.034 -19.071
N -3.550 2.518 -20.302
H -1.666 0.872 -20.899
H -2.101 0.671 -19.160
H -0.579 1.175 -19.634
H -2.197 3.019 -18.803
H -1.830 4.685 -20.573
H -1.476 3.495 -21.766
H 1.253 4.260 -19.000
H 0.092 3.197 -18.379
H -0.284 4.946 -18.708
H -3.832 1.648 -19.873
H -3.665 2.445 -21.303
C -1.032 12.459 -19.307
C -0.549 12.352 -17.866
C 0.192 13.609 -17.225
O 0.739 13.205 -15.955
C 1.262 14.310 -15.236
N -1.657 11.936 -17.037
H -1.819 13.212 -19.343
H -1.465 11.511 -19.626
H -0.155 12.628 -19.933
H 0.198 11.558 -17.884
H -0.520 14.434 -17.191
H 1.020 13.886 -17.877
H 1.958 14.902 -15.831
H 1.672 14.071 -14.255
H 0.446 15.006 -15.043
H -1.235 11.953 -16.120
H -2.176 12.802 -17.079
C 10.111 17.214 -11.461
C 10.863 18.252 -10.621
C 11.749 17.666 -9.469
O 12.322 18.805 -8.743
C 13.136 18.346 -7.717
N 11.717 18.939 -11.498
H 10.660 16.282 -11.592
H 9.620 17.567 -12.368
H 9.266 16.844 -10.879
H 10.202 18.982 -10.154
H 12.378 16.877 -9.881
H 11.056 17.179 -8.783
H 13.533 19.186 -7.145
H 13.995 17.781 -8.080
H 12.675 17.595 -7.076
H 12.198 19.688 -11.021
H 11.143 19.374 -12.205
C 4.772 12.577 -28.774
C 4.313 13.153 -27.508
C 4.558 12.242 -26.308
O 3.728 11.103 -26.433
C 3.797 10.303 -25.262
N 4.905 14.485 -27.376
H 5.847 12.460 -28.907
H 4.410 13.231 -29.567
H 4.337 11.594 -28.954
H 3.246 13.358 -27.591
H 4.287 12.894 -25.479
H 5.614 11.974 -26.290
H 3.181 9.415 -25.406
H 3.613 10.739 -24.280
H 4.851 10.027 -25.273
H 4.450 15.022 -28.100
H 4.480 14.889 -26.553
C -0.392 19.014 -23.763
C -0.628 20.100 -24.740
C -1.399 21.304 -24.159
O -1.547 22.249 -25.182
C -2.737 23.074 -25.078
N 0.666 20.502 -25.292
H 0.026 18.188 -24.339
H -1.290 18.684 -23.240
H 0.361 19.259 -23.014
H -1.273 19.768 -25.554
H -0.861 21.802 -23.353
H -2.427 21.010 -23.946
H -2.612 23.769 -25.908
H -2.767 23.666 -24.163
H -3.657 22.511 -25.236
H 0.406 21.228 -25.943
H 1.211 20.986 -24.593
C 5.261 8.959 -12.384
C 6.766 9.304 -12.304
C 7.142 9.667 -10.820
O 6.347 10.662 -10.206
C 6.638 11.026 -8.882
N 7.549 8.213 -12.961
H 5.044 8.807 -13.441
H 4.612 9.751 -12.010
H 4.981 8.113 -11.756
H 6.962 10.196 -12.899
H 8.137 10.112 -10.807
H 7.195 8.781 -10.187
H 7.601 11.524 -8.767
H 6.691 10.165 -8.216
H 5.863 11.673 -8.472
H 8.519 8.213 -12.680
H 7.210 7.290 -12.727
C -7.824 15.110 -16.067
O -6.509 15.419 -15.720
H -8.130 15.951 -16.689
H -7.951 14.093 -16.436
H -8.425 15.132 -15.158
H -6.235 15.026 -14.888
C -6.711 7.077 -17.874
O -7.566 6.136 -18.645
H -6.947 6.867 -16.831
H -5.651 6.866 -18.014
H -7.021 8.116 -17.984
H -6.982 5.450 -18.975
```

E_HOMO: -9.09 eV
SMILES: COC[C@H](C)N.COC[C@H](C)N.COC[C@H](C)N.COC[C@H](C)N.COC[C@H](C)N.COC[C@H](C)N.COC[C@H](C)N.COC[C@H](C)N.COC[C@H](C)N.COC[C@H](C)N.CO.CO
Total charge: 0
LUMO energy: 0.35 eV
Kohn-Sham gap: 9.44 eV
Energy relative to the best compared isomer or geometry (same formula, charge and spin): 362.6 kJ/mol
Electronic energy: -84927.4461 eV